Model P:
Density functional theory data (ωB97M-V/def2-TZVPD) for a structure of composition C5H10NO.

XYZ file:
```
17
Properties=species:S:1:pos:R:3:lowdin_charge:R:1
C -0.97927 0.49953 -2.23753 -0.6211
O -1.94857 0.07097 -3.05346 -0.3632
C -1.15615 0.11113 -0.76798 -0.2890
C -0.06391 0.59257 0.15479 -0.2488
C 0.47183 -0.22540 1.11217 -0.2664
C 1.44698 0.10036 2.09933 -0.3526
N 2.03217 -0.87812 3.00966 -0.1174
H -0.63438 1.56800 -2.28353 0.0844
H 0.72798 -0.39236 -2.42675 0.0295
H -1.20405 -0.98458 -0.77045 0.0798
H -2.17945 0.46961 -0.40994 0.0861
H 0.07539 -0.03322 -2.46811 -0.1075
H 0.26143 1.60957 0.22354 0.0507
H 0.16570 -1.25701 1.09886 0.0657
H 1.80957 1.07259 2.15236 -0.0126
H 1.40620 -1.37558 3.56992 -0.0268
H 2.61822 -1.56706 2.50943 0.0093
```

Highest occupied orbital energy (spin up / spin down): 2.94 / 2.55 eV
Net charge: -2
E_LUMO (spin up / spin down): 7.0 / 7.0 eV
Spin multiplicity: 2
Kohn-Sham gap (spin up / spin down): 4.104 / 4.495 eV



Model Q:
Density functional theory data (ωB97M-V/def2-TZVPD) for the ion C5H10NO with charge -2.

XYZ file:
```
17
Properties=species:S:1:pos:R:3:lowdin_charge:R:1
C -2.44684 0.55235 0.45417 -0.5945
O -3.34891 1.00751 1.34663 -0.4267
C -1.00076 0.35535 1.01030 -0.2424
C 0.03625 0.17191 -0.11325 -0.2668
C 1.41365 -0.22113 0.41716 -0.3915
C 2.25644 -0.81854 -1.71087 -0.3940
N 2.37924 -0.90778 -0.43204 -0.1843
H -2.33663 1.19826 -0.46168 0.0657
H -2.72693 -0.43394 -0.02561 0.0678
H -0.74999 1.19239 1.66688 0.0865
H -1.00764 -0.55089 1.62646 0.0868
H -0.29025 -0.69393 -0.69616 0.0940
H 0.14302 1.05936 -0.73362 0.0775
H 1.90365 0.65225 0.88846 0.0581
H 1.31172 -0.91009 1.26990 0.0746
H 3.01274 -1.35708 -2.28476 -0.0616
H 1.45124 -0.29601 -2.22195 -0.0490
```

Highest occupied orbital energy (spin up / spin down): 3.77 / 0.48 eV
Net charge: -2
E_LUMO (spin up / spin down): 7.3 / 7.2 eV
Spin multiplicity: 2
Kohn-Sham gap (spin up / spin down): 3.504 / 6.745 eV



model Q (2.922 eV below the next structure)



Model P:
Density functional theory data (ωB97M-V/def2-TZVPD) for a cluster of 2 separate species, C4H3NO2S in total.

XYZ file:
```
11
Properties=species:S:1:pos:R:3:lowdin_charge:R:1
C 0.69331 -0.78484 -0.84197 -0.2029
C 0.78674 0.38503 -1.44899 -0.3689
C -1.14733 0.26429 -0.02052 -0.8166
C 0.77592 -0.19015 2.55339 0.0227
N -2.15955 0.37474 0.67384 0.1155
O 1.39020 0.66508 2.14831 0.0373
O -0.47425 -0.90072 -0.14710 -0.0536
S -0.52330 1.52888 -1.06086 1.0227
H 1.44616 -1.58303 -0.93638 0.1415
H 1.55100 0.72276 -2.06516 0.0466
H -2.33890 -0.48205 1.14546 0.0559
```

Highest occupied orbital energy: -8.61 eV
Net charge: 0
E_LUMO: 0.7 eV
Kohn-Sham gap: 9.310 eV



Model Q:
Density functional theory data (ωB97M-V/def2-TZVPD) for a cluster of 2 separate species, C4H3NO2S in total.

XYZ file:
```
11
Properties=species:S:1:pos:R:3:lowdin_charge:R:1
C -1.48848 -0.78737 0.14019 -0.1009
C -2.10477 0.42191 0.20486 -0.3291
C -0.00116 -0.74430 0.17018 -0.5686
C 0.50240 0.59739 0.05146 -0.2866
N 2.58536 0.80986 -0.12524 -0.0102
O 0.67424 -1.71999 -0.03701 0.0767
O 3.26938 -0.17939 0.03267 0.0196
S -0.84184 1.68518 0.07905 0.9327
H -1.87443 -1.73566 0.26664 0.0881
H -3.12755 0.56607 0.34542 0.0511
H 2.40684 1.08630 -1.12822 0.1271
```

Highest occupied orbital energy (spin up / spin down): -8.26 / -9.29 eV
Net charge: 0
E_LUMO (spin up / spin down): -1.9 / -1.3 eV
Kohn-Sham gap (spin up / spin down): 6.333 / 7.983 eV



model P (5.557 eV below the next structure)